DFT (the ωB97M-V functional and the def2-TZVPD basis) results for 5 unconnected molecules or ions with the total composition C31H72ClFO20P4S in a non-equilibrium geometry.

Positions of all 130 atoms, in Å:
C -3.0363 -5.8241 -3.4329
C -2.3457 -4.8081 -2.5312
C -3.0054 -3.4255 -2.5120
Cl -4.7483 -3.6016 -2.1266
O -2.4692 -2.8246 -1.3217
S -1.9452 -1.3381 -1.5505
O -0.5622 -1.2316 -1.2589
O -2.8288 -0.4408 -0.8938
O -2.0904 -1.3252 -3.1140
C -2.6535 -2.5397 -3.7324
C -3.7710 -2.0217 -4.6292
C -3.6344 -2.4279 -6.0874
C -2.3134 -2.0772 -6.7448
F -3.9368 -3.7757 -6.2582
H -2.5480 -6.7947 -3.3833
H -3.0089 -5.4595 -4.4632
H -4.0874 -5.9610 -3.1884
H -1.3346 -4.6399 -2.9174
H -2.2081 -5.1592 -1.5109
H -1.7857 -2.9561 -4.2381
H -4.7632 -2.3153 -4.2942
H -3.7455 -0.9341 -4.5884
H -4.4141 -1.8793 -6.6235
H -1.5415 -2.8311 -6.5916
H -1.9792 -1.0790 -6.4655
H -2.4781 -2.0445 -7.8235
C 7.3921 2.1905 -1.1037
C 6.1619 1.8822 -0.2756
O 4.9413 2.0750 -0.9943
P 4.2600 0.8707 -1.8337
O 4.4506 -0.3865 -1.0955
O 2.7088 1.2542 -1.6584
C 1.7947 0.3627 -1.0053
C 1.7398 0.6199 0.4883
O 4.2791 1.4969 -3.2991
C 5.4884 1.7322 -4.0273
C 6.3170 0.4788 -4.2405
H 7.4873 1.4979 -1.9424
H 8.2913 2.1003 -0.4932
H 7.3507 3.2039 -1.5058
H 6.2159 0.8703 0.1303
H 6.1198 2.5685 0.5715
H 2.0510 -0.6735 -1.2165
H 0.8193 0.5381 -1.4450
H 2.7349 0.7547 0.9114
H 1.2435 -0.2051 0.9999
H 1.1789 1.5347 0.6938
H 6.0597 2.5268 -3.5434
H 5.1797 2.1282 -4.9943
H 6.4217 -0.0995 -3.3184
H 7.3116 0.7405 -4.6020
H 5.8479 -0.1707 -4.9798
C -0.3337 3.7652 -2.0913
C -0.6745 5.2167 -1.8167
O -2.0814 5.4485 -1.6773
P -2.8080 5.3617 -0.2356
O -1.9040 5.9113 0.7862
O -3.9828 6.4551 -0.4002
C -4.0471 7.5960 0.4532
C -3.2625 8.7652 -0.1119
O -3.8421 4.1853 -0.5154
C -3.4115 2.8434 -0.7703
C -2.5694 2.2540 0.3404
H -0.6051 3.1283 -1.2479
H 0.7377 3.6503 -2.2617
H -0.8619 3.3993 -2.9737
H -0.1362 5.5779 -0.9389
H -0.3563 5.8251 -2.6643
H -3.7055 7.3456 1.4568
H -5.1017 7.8622 0.5380
H -2.2902 8.4505 -0.4890
H -3.1167 9.5331 0.6489
H -3.8016 9.2133 -0.9486
H -2.9006 2.8020 -1.7347
H -4.3209 2.2544 -0.8878
H -1.7937 2.9519 0.6719
H -2.0953 1.3445 -0.0031
H -3.1810 2.0141 1.2109
C -8.9458 -0.2934 -0.0529
C -9.6272 -0.7749 1.2117
O -8.9042 -1.8151 1.8725
P -7.7960 -1.4860 3.0037
O -8.2583 -0.3406 3.8019
O -7.9396 -2.7701 3.9672
C -8.3204 -2.6228 5.3344
C -9.8267 -2.6751 5.5066
O -6.5059 -2.1194 2.3225
C -5.9161 -1.5892 1.1296
C -5.4845 -0.1416 1.2628
H -7.9855 0.1751 0.1692
H -9.5678 0.4450 -0.5602
H -8.7663 -1.1211 -0.7408
H -9.8118 0.0591 1.8910
H -10.5969 -1.2031 0.9544
H -7.9117 -1.7028 5.7506
H -7.8550 -3.4466 5.8773
H -10.3373 -2.0734 4.7557
H -10.1120 -2.3221 6.4983
H -10.1848 -3.7000 5.3942
H -6.5919 -1.7452 0.2861
H -5.0387 -2.2035 0.9291
H -6.2629 0.4739 1.7237
H -5.2452 0.2698 0.2825
H -4.5951 -0.0636 1.8880
C 8.7808 0.4566 5.4348
C 8.0610 0.1826 4.1304
O 8.7211 -0.7948 3.3239
P 8.3715 -2.3696 3.4508
O 6.9287 -2.5171 3.6926
O 8.6136 -2.8660 1.9395
C 7.5490 -3.4351 1.1735
C 6.7830 -2.3727 0.4109
O 9.7954 -2.9369 3.8847
C 10.4009 -2.6428 5.1475
C 9.5549 -3.0660 6.3341
H 8.7888 -0.4276 6.0747
H 8.2828 1.2588 5.9806
H 9.8152 0.7540 5.2572
H 7.0246 -0.1051 4.3150
H 8.0413 1.0966 3.5348
H 6.8832 -4.0157 1.8110
H 8.0083 -4.1384 0.4773
H 6.5748 -1.5048 1.0356
H 5.8399 -2.7631 0.0301
H 7.3694 -2.0196 -0.4401
H 10.6703 -1.5856 5.1883
H 11.3404 -3.1944 5.1610
H 8.5133 -2.7532 6.2217
H 9.9510 -2.6340 7.2533
H 9.5583 -4.1507 6.4407

Computed properties:
orbital gap = 10.43 eV
structure (SMILES) = CC[C@@]1(Cl)OS(=O)(=O)O[C@@H]1C[C@@H](C)F.CCOP(=O)(OCC)OCC.CCOP(=O)(OCC)OCC.CCOP(=O)(OCC)OCC.CCOP(=O)(OCC)OCC
maximum force = 5.206 eV/Å
E = -137503.248 eV
HOMO level = -10.19 eV

DFT (the ωB97M-V functional and the def2-TZVPD basis) results for a molecular structure, C31H74N5O10Zr in a non-equilibrium geometry.

Positions of all 121 atoms, in Å:
Zr -1.1523 -1.5150 -3.8101
C -0.4199 -0.2781 0.3357
C -1.2089 0.3965 -0.7586
C -0.6403 1.7208 -1.1928
O -1.2530 -0.5390 -1.7986
H -0.8447 -1.2619 0.5405
H -0.5883 0.2924 1.2546
H 0.6636 -0.3335 0.2446
H -2.2161 0.5602 -0.3620
H -0.7773 2.5133 -0.4574
H -1.2977 2.0653 -1.9988
H 0.3574 1.5616 -1.6022
C -3.8616 -1.5964 -4.6518
O -4.7991 -2.3507 -4.2368
O -2.9443 -2.4803 -4.8669
O -3.2589 -0.9118 -3.7811
C -1.4005 -6.3138 4.0062
C -1.1694 -4.9514 4.6666
C -0.8066 -3.8037 3.6889
O -0.4305 -2.6612 4.4454
C -0.7059 -1.4124 3.8268
N -2.3648 -4.5455 5.4159
H -2.2390 -6.3325 3.3102
H -1.6899 -6.9961 4.8113
H -0.5429 -6.8509 3.6004
H -0.3551 -4.9496 5.3977
H -1.6114 -3.4987 3.0149
H 0.0172 -4.1241 3.0405
H -1.6417 -1.5137 3.2695
H -0.0021 -1.2127 3.0069
H -0.5999 -0.5051 4.4163
H -2.6717 -5.3183 5.9926
H -1.9929 -3.8057 6.0005
C -0.1757 4.1929 -4.6458
C 1.2450 3.6955 -4.9271
C 2.3435 4.7771 -4.8846
O 2.2028 5.4810 -3.6634
C 3.4236 5.9969 -3.1785
N 1.5435 2.7621 -3.8376
H -0.8227 3.3502 -4.4044
H -0.4865 4.8812 -5.4343
H -0.1548 4.8118 -3.7463
H 1.3929 3.1729 -5.8756
H 2.1942 5.5050 -5.6888
H 3.3281 4.3406 -5.0622
H 4.3130 5.3614 -3.1816
H 3.3541 6.3998 -2.1690
H 3.6717 6.8435 -3.8278
H 0.6258 2.4115 -3.6034
H 1.7278 3.3663 -3.0382
C -3.6938 -3.3595 0.9856
C -4.5600 -2.3269 0.2731
C -4.5298 -1.0058 1.0707
O -5.5635 -0.1979 0.5828
C -6.0629 0.8195 1.4260
N -3.8600 -2.1014 -1.0061
H -3.4726 -4.1813 0.3029
H -4.2046 -3.7616 1.8619
H -2.7524 -2.8364 1.1651
H -5.6036 -2.6349 0.2343
H -3.5486 -0.5343 0.9564
H -4.7387 -1.3089 2.1019
H -6.0087 1.7339 0.8310
H -5.3539 0.8622 2.2559
H -7.1004 0.6665 1.7238
H -2.8734 -1.8942 -0.9077
H -3.7386 -3.0726 -1.2919
C -2.8861 3.5992 1.6353
O -1.9605 4.6170 1.3516
C -2.1912 5.1290 0.0101
C -1.0715 5.8132 -0.6543
N -0.3031 6.7677 0.1527
C 0.8636 6.2815 0.9021
C 1.1186 7.3170 2.0555
O 1.8223 8.4731 1.6764
C 3.2220 8.3746 1.6925
H -2.6733 3.3263 2.6722
H -2.7955 2.6087 1.1729
H -3.8941 4.0054 1.5243
H -3.0277 5.8226 0.1590
H -2.6372 4.3338 -0.5955
H -1.4812 6.2423 -1.5738
H -0.2947 5.1456 -1.0420
H -0.9248 7.3769 0.6622
H 1.7901 6.2488 0.3279
H 0.5684 5.3099 1.3046
H 1.6481 6.8376 2.8865
H 0.1604 7.5307 2.5316
H 3.7133 9.2753 1.3376
H 3.5369 7.4929 1.1219
H 3.5900 8.1038 2.6891
C 3.8938 -6.4096 0.0267
C 3.7279 -5.2201 -0.9911
C 2.2914 -5.2221 -1.5723
C 1.2064 -4.5495 -0.7357
C 1.6324 -3.2305 -0.1864
C 3.1328 -3.0970 0.3741
N 4.0472 -3.8740 -0.4660
O 5.4164 -3.7523 -0.1414
C 3.4299 -1.5945 0.2987
C 3.1185 -3.6314 1.8053
C 4.6173 -5.5618 -2.2233
H 4.7506 -6.9461 -0.3698
H 2.9756 -6.9665 -0.1504
H 3.8989 -5.9922 1.0275
H 2.3613 -4.9957 -2.6427
H 1.8780 -6.2145 -1.7884
H 1.0294 -5.1629 0.1482
H 0.3694 -4.4433 -1.4242
H 1.0133 -3.2075 0.7173
H 1.2767 -2.3381 -0.7067
H 4.3639 -1.4230 0.8377
H 3.6669 -1.2976 -0.7280
H 2.6607 -0.8689 0.5563
H 2.6727 -2.9059 2.4884
H 2.5651 -4.5699 1.8279
H 4.1273 -3.8013 2.1842
H 4.4946 -5.0351 -3.1729
H 4.4989 -6.6016 -2.5297
H 5.6336 -5.3250 -1.9056
H 5.7439 -3.0595 -0.7242

Computed properties:
orbital gap = 2.86 eV
total charge = +1
maximum force = 11.353 eV/Å
E = -62530.877 eV
HOMO level = -10.15 eV

DFT (the ωB97M-V functional and the def2-TZVPD basis) results for a molecular structure, C31H76Ba2N5O13 in a non-equilibrium geometry.

Positions of all 127 atoms, in Å:
Ba 1.7661 -1.6468 -2.4106
Ba -1.5150 -0.3358 -3.4631
O -0.7138 -0.4156 0.3978
C -0.7016 -0.3581 -0.9037
O 0.2940 -0.7143 -1.6233
O -1.7556 -0.0257 -1.4941
H -1.6536 -0.2459 0.4957
C 0.5709 -1.5550 -7.5550
O 0.0706 -0.3785 -6.9989
C -1.2845 -0.1639 -7.4050
C -1.7241 1.1220 -6.7506
N -2.1870 0.9734 -5.4000
C -2.0776 2.2847 -4.7054
C -3.3060 2.3483 -3.8322
O -3.0829 1.3378 -2.8579
C -4.1287 1.0194 -1.8496
H 1.0409 -1.4393 -8.5316
H -0.1803 -2.3264 -7.7246
H 1.3043 -2.0273 -6.9015
H -1.9440 -0.9459 -7.0288
H -1.5433 0.0604 -8.4398
H -2.5124 1.4880 -7.4084
H -0.9169 1.8455 -6.8652
H -3.0712 0.5127 -5.2386
H -2.0948 3.1216 -5.4035
H -1.1746 2.3794 -4.1022
H -4.1780 2.1645 -4.4597
H -3.3867 3.3752 -3.4756
H -4.3338 1.9144 -1.2622
H -3.9139 0.2093 -1.1527
H -5.0545 0.8882 -2.4097
C -0.8411 -4.0100 -1.3121
O 0.2587 -3.2208 -0.9437
C 0.6412 -3.5175 0.2386
C 1.3852 -2.2586 0.6616
N 2.4026 -1.7054 -0.2066
C 3.6447 -2.5193 -0.3189
C 4.7793 -1.7487 -0.9838
O 4.1934 -1.0498 -2.1609
C 4.8488 0.1518 -2.5362
H -1.5306 -3.8691 -0.4797
H -0.6138 -5.0740 -1.3776
H -1.2335 -3.6718 -2.2711
H 1.2683 -4.4025 0.3467
H -0.0951 -3.6640 1.0289
H 1.7480 -2.3707 1.6833
H 0.6741 -1.4378 0.7550
H 2.4969 -0.7674 0.1559
H 3.4298 -3.4685 -0.8097
H 4.0091 -2.9380 0.6192
H 5.5546 -2.4782 -1.2177
H 5.1612 -0.9465 -0.3523
H 4.8555 0.7328 -1.6140
H 4.3223 0.6503 -3.3501
H 5.8656 -0.1365 -2.8029
C 3.9992 4.1640 -0.1459
O 3.7059 2.8305 -0.4761
C 2.6168 2.7004 -1.4086
C 2.2386 1.2470 -1.4481
N 2.1735 0.6605 -0.1821
C 1.0873 0.9901 0.7269
C 1.0886 0.2164 2.0725
O 2.2116 0.4284 2.9106
C 3.4784 0.1324 2.4970
H 3.1567 4.7807 0.1669
H 4.3114 4.5910 -1.0990
H 4.8629 4.2115 0.5173
H 2.9035 3.0726 -2.3922
H 1.6841 3.2292 -1.2119
H 2.9332 0.6973 -2.0832
H 1.2362 1.0028 -1.7999
H 2.9659 1.0677 0.2936
H 0.1478 0.7995 0.2082
H 1.1660 2.0598 0.9214
H 1.0196 -0.8705 2.0287
H 0.1271 0.5160 2.4894
H 3.4836 -0.8342 1.9933
H 4.1406 0.1822 3.3613
H 3.7416 0.8670 1.7359
C -1.2840 -1.8505 1.6875
O -0.9597 -1.8100 3.1078
C 0.5041 -1.7194 3.0852
C 1.0219 -1.9493 4.4747
N 0.6654 -3.3316 4.8105
C 0.6987 -3.4568 6.3475
C -0.1142 -4.7050 6.8663
O -1.5661 -4.5726 6.4493
C -2.3863 -5.4947 7.1201
H -0.7771 -2.7355 1.3029
H -0.9713 -0.9835 1.1055
H -2.3255 -2.0579 1.4420
H 0.8571 -0.7011 2.9218
H 0.9982 -2.2899 2.2987
H 0.7424 -1.2911 5.2973
H 2.1072 -1.8610 4.5235
H -0.3277 -3.3492 4.6272
H 0.1652 -2.7117 6.9378
H 1.7458 -3.5108 6.6452
H 0.1156 -4.7356 7.9313
H 0.2217 -5.7156 6.6341
H -3.4550 -5.3600 6.9534
H -2.0755 -5.4077 8.1612
H -2.2099 -6.5591 6.9644
C -3.3073 5.0375 -1.6372
O -1.9644 4.4813 -1.5377
C -1.8796 3.0735 -1.1554
C -1.8430 2.9654 0.4374
N -1.7546 1.6283 1.0689
C -1.1224 1.7099 2.4059
C -1.9609 2.3968 3.5313
O -2.0810 3.8288 3.4819
C -3.4674 4.3378 3.4031
H -3.1852 5.9550 -2.2128
H -3.7457 5.3207 -0.6802
H -3.9561 4.3834 -2.2198
H -1.0082 2.5773 -1.5826
H -2.6645 2.4695 -1.6107
H -2.8896 3.1897 0.6433
H -1.1895 3.7781 0.7544
H -1.1334 1.0493 0.5223
H -0.1490 2.1754 2.2514
H -0.7541 0.7235 2.6880
H -1.2864 2.2692 4.3780
H -2.9096 1.8671 3.6179
H -4.1187 3.6489 3.9410
H -3.8428 4.4389 2.3848
H -3.4952 5.3662 3.7632

Computed properties:
orbital gap = 5.59 eV
total charge = +3
maximum force = 15.874 eV/Å
E = -68776.349 eV
HOMO level = -13.94 eV